{
  "formula": "C55H114F12O32S3",
  "method": "wB97M-V/def2-TZVPD",
  "elements": ["C", "C", "O", "C", "O", "C", "F", "F", "F", "H", "H", "H", "H", "H", "C", "C", "O", "C", "O", "C", "F", "F", "F", "H", "H", "H", "H", "H", "C", "C", "O", "C", "O", "C", "F", "F", "F", "H", "H", "H", "H", "H", "C", "C", "O", "C", "O", "C", "F", "F", "F", "H", "H", "H", "H", "H", "C", "C", "O", "S", "C", "O", "O", "H", "H", "H", "H", "H", "H", "H", "H", "C", "C", "O", "S", "C", "O", "O", "H", "H", "H", "H", "H", "H", "H", "H", "C", "C", "O", "S", "C", "O", "O", "H", "H", "H", "H", "H", "H", "H", "H", "C", "O", "C", "C", "O", "C", "C", "O", "C", "H", "H", "H", "H", "H", "H", "H", "H", "H", "H", "H", "H", "H", "H", "C", "O", "C", "C", "O", "C", "C", "O", "C", "H", "H", "H", "H", "H", "H", "H", "H", "H", "H", "H", "H", "H", "H", "C", "O", "C", "C", "O", "C", "C", "O", "C", "H", "H", "H", "H", "H", "H", "H", "H", "H", "H", "H", "H", "H", "H", "C", "O", "C", "C", "O", "C", "C", "O", "C", "H", "H", "H", "H", "H", "H", "H", "H", "H", "H", "H", "H", "H", "H", "C", "O", "C", "C", "O", "C", "C", "O", "C", "H", "H", "H", "H", "H", "H", "H", "H", "H", "H", "H", "H", "H", "H"],
  "coordinates": [[20.2057, 17.0181, 23.1373], [21.6338, 16.3827, 23.3268], [22.2150, 16.9278, 24.5242], [23.2228, 16.2867, 25.0837], [23.7144, 15.1986, 24.9193], [23.8406, 17.0638, 26.2772], [25.1118, 16.8978, 26.3525], [23.6004, 18.4212, 26.3036], [23.3110, 16.5143, 27.3599], [20.3408, 18.0604, 22.8358], [19.6805, 17.0797, 24.0888], [19.6282, 16.5604, 22.3209], [22.2176, 16.7775, 22.4484], [21.5920, 15.2697, 23.3716], [17.3632, 18.3373, 19.5241], [17.5531, 19.5494, 18.7189], [17.6514, 19.0572, 17.3413], [17.9763, 19.9074, 16.4670], [18.3221, 21.0588, 16.6324], [17.8398, 19.2301, 15.0148], [17.8279, 20.1744, 14.0427], [18.8242, 18.4176, 14.7361], [16.7084, 18.5124, 14.9666], [16.3277, 17.9793, 19.3950], [17.3926, 18.5867, 20.5961], [18.1038, 17.5514, 19.3235], [18.5944, 19.9396, 18.9599], [16.8016, 20.3252, 18.7659], [23.8075, 22.6054, 17.9586], [24.8937, 22.2022, 16.9479], [24.9855, 20.8420, 16.7129], [25.5220, 20.1247, 17.6559], [26.0669, 20.4128, 18.7011], [25.5735, 18.6530, 17.0777], [24.6624, 18.3266, 16.1910], [26.7791, 18.5405, 16.4930], [25.5633, 17.6795, 18.0632], [23.9651, 23.6625, 18.1686], [23.7758, 22.0153, 18.8630], [22.8137, 22.5093, 17.4805], [25.7832, 22.5296, 17.4361], [24.7964, 22.6615, 15.9536], [22.4037, 25.1931, 15.2979], [22.8739, 24.9831, 13.9028], [24.2260, 24.5096, 13.9387], [24.8588, 24.6337, 12.7922], [24.4146, 24.8729, 11.7315], [26.3147, 24.2584, 13.0306], [26.3532, 22.9911, 13.6179], [27.0543, 24.2556, 11.9026], [26.9921, 25.1054, 13.8712], [23.0465, 25.8319, 15.8718], [22.3548, 24.1925, 15.7391], [21.4699, 25.6846, 15.2405], [22.8368, 25.9289, 13.3587], [22.2332, 24.3250, 13.2578], [23.7246, 24.5973, 21.2943], [22.6865, 24.5980, 22.4129], [22.7036, 25.9071, 23.0557], [21.7296, 26.2486, 24.2700], [20.1778, 26.6389, 23.4490], [21.4655, 25.2398, 25.2263], [22.2675, 27.5134, 24.7321], [23.5784, 25.3611, 20.5362], [23.9496, 23.6327, 20.8598], [24.6925, 24.9422, 21.6845], [21.6482, 24.4568, 22.1061], [22.8833, 23.8264, 23.1672], [20.2256, 27.6124, 22.9803], [19.4289, 26.6820, 24.2467], [19.8627, 25.8508, 22.6665], [24.8777, 28.2321, 22.3828], [23.9658, 28.9552, 21.4629], [24.0943, 28.4281, 20.0936], [22.9093, 27.6902, 19.3218], [22.0829, 28.9416, 18.3584], [23.5694, 26.8563, 18.4025], [21.8765, 27.2416, 20.2025], [24.7711, 27.1583, 22.1896], [24.7139, 28.4919, 23.4144], [25.9241, 28.4146, 22.1116], [22.9453, 28.8783, 21.7550], [24.3343, 30.0125, 21.4172], [22.7690, 29.3752, 17.5948], [21.7878, 29.7065, 19.1079], [21.1976, 28.4648, 17.9422], [25.0565, 14.2306, 21.7235], [24.0316, 13.2490, 22.2257], [22.7710, 13.7502, 21.6598], [21.4984, 12.8645, 21.8956], [21.6782, 11.5949, 20.6599], [21.5605, 12.2496, 23.1805], [20.3833, 13.6700, 21.5638], [24.9783, 14.3480, 20.6471], [26.0512, 13.9073, 22.0534], [24.9207, 15.2234, 22.1062], [24.1996, 12.2479, 21.8075], [23.8127, 13.1168, 23.2974], [21.4270, 12.1088, 19.7039], [20.9613, 10.8399, 20.8710], [22.6727, 11.1488, 20.5469], [21.6847, 20.2118, 15.8015], [21.3597, 19.0850, 16.6160], [21.5890, 19.2531, 17.9874], [20.9917, 18.0924, 18.8096], [21.8160, 16.9220, 18.9451], [21.2016, 15.7191, 18.8010], [20.4322, 15.3856, 17.5244], [19.0289, 15.6405, 17.8543], [18.3023, 15.5116, 16.6744], [21.2108, 20.1440, 14.8063], [22.7517, 20.3059, 15.7846], [21.3552, 21.1490, 16.2783], [21.0280, 20.1419, 18.3283], [22.6730, 19.4944, 18.2736], [20.1145, 17.7895, 18.2931], [20.7339, 18.4775, 19.8059], [20.5522, 15.4867, 19.6382], [21.9495, 14.9321, 18.9352], [20.4973, 14.3092, 17.2946], [20.7509, 15.8741, 16.5911], [18.3105, 14.4438, 16.4553], [18.7911, 16.0813, 15.8335], [17.3225, 15.8696, 16.8228], [17.2294, 24.6611, 21.8671], [18.3601, 23.9735, 22.4920], [17.8798, 23.2081, 23.5692], [19.1146, 22.6533, 24.3735], [19.7112, 21.5388, 23.8131], [20.7314, 20.9057, 24.5730], [20.2026, 20.3268, 25.8672], [19.1090, 19.4959, 25.5213], [18.6920, 18.5890, 26.5667], [16.6219, 23.8853, 21.3852], [17.6579, 25.3822, 21.1511], [16.6093, 25.1855, 22.5926], [17.1562, 22.5212, 23.1567], [17.4557, 23.8824, 24.3226], [18.6555, 22.3792, 25.3510], [19.7874, 23.4996, 24.5340], [21.5721, 21.6370, 24.7596], [21.1853, 20.1288, 24.0101], [19.9660, 21.1116, 26.6024], [21.0357, 19.7992, 26.3441], [18.0405, 19.1491, 27.2288], [19.5539, 18.1549, 27.1434], [18.1041, 17.7635, 26.0920], [10.0568, 26.7817, 18.6849], [11.0571, 26.8962, 17.6693], [11.7720, 28.0943, 17.8516], [12.8609, 28.0890, 16.7879], [13.7185, 26.9916, 17.0031], [14.6085, 27.1964, 18.0974], [15.9706, 26.9002, 17.5532], [16.9032, 27.2456, 18.5729], [18.2628, 27.0049, 18.2402], [10.4558, 26.4124, 19.6140], [9.2654, 26.0979, 18.4120], [9.5520, 27.7320, 18.9384], [12.1952, 28.1819, 18.8610], [11.0303, 28.9626, 17.7080], [13.3705, 29.0996, 16.7931], [12.3488, 27.9170, 15.8694], [14.3467, 26.6265, 18.9640], [14.6674, 28.2654, 18.4169], [16.2182, 27.5064, 16.7316], [15.9440, 25.8714, 17.3289], [18.8257, 26.9291, 19.1639], [18.6703, 27.8363, 17.6549], [18.4017, 26.0266, 17.7152], [28.0540, 11.9297, 9.3962], [28.2243, 12.5491, 10.7061], [27.0161, 12.4280, 11.4545], [26.7195, 13.5820, 12.3897], [27.4136, 13.4108, 13.6442], [27.3243, 14.5822, 14.4675], [25.8760, 15.0066, 14.8190], [25.3828, 14.0714, 15.7693], [24.0237, 14.2651, 16.2463], [28.7993, 12.3947, 8.7503], [27.1208, 12.2170, 8.9716], [28.1624, 10.8257, 9.3975], [27.1176, 11.5573, 12.1726], [26.1398, 12.3724, 10.7558], [25.6423, 13.6309, 12.6666], [27.0532, 14.5595, 11.9449], [27.7912, 15.4221, 14.0452], [27.9691, 14.2734, 15.2462], [25.3334, 15.1252, 13.8781], [25.9344, 15.9962, 15.3446], [24.0345, 13.5231, 17.0419], [23.2928, 14.0247, 15.4645], [23.7951, 15.2750, 16.6442], [24.5752, 17.8051, 20.9223], [23.8186, 18.3577, 21.9217], [24.5358, 19.3332, 22.6349], [24.4753, 20.7040, 21.9909], [23.1855, 21.2569, 21.9300], [22.2877, 20.7931, 20.9732], [21.0927, 21.7835, 20.7568], [21.3904, 22.9930, 20.0854], [20.3336, 23.4654, 19.3466], [23.8910, 17.4040, 20.1671], [25.3162, 17.0872, 21.2147], [25.0269, 18.6249, 20.3290], [25.6060, 19.0492, 22.6092], [24.0013, 19.4221, 23.5717], [24.9426, 20.7243, 21.0255], [25.0919, 21.3313, 22.6772], [21.8158, 19.8734, 21.3009], [22.7280, 20.6512, 20.0254], [20.6061, 22.0763, 21.6571], [20.3541, 21.2506, 20.1022], [20.0582, 22.7733, 18.4786], [20.6092, 24.4432, 18.9182], [19.4170, 23.5412, 19.9189]],
  "molar_mass_g_mol": 1611.7,
  "orbital_gap_ev": 9.5,
  "charge": 0,
  "lumo_energy_ev": 0.16,
  "total_energy_ev": -189507.720,
  "e_homo_ev": -9.3299,
  "smiles": "CCOC(=O)C(F)(F)F.CCOC(=O)C(F)(F)F.CCOC(=O)C(F)(F)F.CCOC(=O)C(F)(F)F.CCOS(C)(=O)=O.CCOS(C)(=O)=O.CCOS(C)(=O)=O.COCCOCCOC.COCCOCCOC.COCCOCCOC.COCCOCCOC.COCCOCCOC"
}

***

{
  "formula": "C55H115F5O35",
  "method": "wB97M-V/def2-TZVPD",
  "elements": ["C", "C", "O", "C", "O", "O", "F", "H", "H", "H", "C", "C", "O", "C", "O", "O", "F", "H", "H", "H", "C", "C", "O", "C", "O", "O", "F", "H", "H", "H", "C", "C", "O", "C", "O", "O", "F", "H", "H", "H", "C", "C", "O", "C", "O", "O", "F", "H", "H", "H", "C", "O", "C", "C", "O", "C", "H", "H", "H", "H", "H", "H", "H", "H", "H", "H", "C", "O", "C", "C", "O", "C", "H", "H", "H", "H", "H", "H", "H", "H", "H", "H", "C", "O", "C", "C", "O", "C", "H", "H", "H", "H", "H", "H", "H", "H", "H", "H", "C", "O", "C", "C", "O", "C", "H", "H", "H", "H", "H", "H", "H", "H", "H", "H", "C", "O", "C", "C", "O", "C", "H", "H", "H", "H", "H", "H", "H", "H", "H", "H", "C", "O", "C", "C", "O", "C", "H", "H", "H", "H", "H", "H", "H", "H", "H", "H", "C", "O", "C", "C", "O", "C", "H", "H", "H", "H", "H", "H", "H", "H", "H", "H", "C", "O", "C", "C", "O", "C", "H", "H", "H", "H", "H", "H", "H", "H", "H", "H", "C", "O", "C", "C", "O", "C", "H", "H", "H", "H", "H", "H", "H", "H", "H", "H", "C", "O", "C", "C", "O", "C", "H", "H", "H", "H", "H", "H", "H", "H", "H", "H"],
  "coordinates": [[0.2872, -2.1251, 4.8975], [-1.0608, -2.2515, 5.5570], [-1.2556, -3.6882, 5.5776], [-0.4311, -4.2475, 4.5823], [-0.5936, -5.3463, 4.2088], [0.4710, -3.3422, 4.1769], [-2.0699, -1.6537, 4.7549], [1.1652, -2.0191, 5.5464], [0.3720, -1.3202, 4.1788], [-1.2991, -1.9674, 6.5817], [2.0171, -5.5755, 2.0023], [2.4289, -6.9522, 2.2737], [3.3340, -7.2072, 1.2175], [3.0133, -6.3373, 0.1610], [3.4274, -6.4360, -0.9336], [2.2178, -5.3451, 0.6316], [1.3013, -7.8491, 2.2918], [2.5478, -4.8425, 2.6215], [0.9398, -5.4230, 2.1792], [2.8805, -7.1690, 3.2397], [-3.5102, 0.3759, 3.3256], [-3.5948, 0.2687, 1.8241], [-4.8013, 0.9138, 1.4838], [-5.3829, 1.4312, 2.5662], [-6.4047, 1.9980, 2.5534], [-4.6455, 1.1925, 3.6930], [-3.5481, -1.0121, 1.3747], [-2.5925, 0.8933, 3.6848], [-3.5658, -0.6264, 3.7626], [-2.7760, 0.7692, 1.3005], [4.6916, 0.2752, 2.6403], [5.6854, -0.2288, 3.6560], [5.2808, -1.5498, 3.9796], [3.9703, -1.6474, 3.5854], [3.2780, -2.5128, 3.9004], [3.6022, -0.6555, 2.7615], [5.6164, 0.4959, 4.8865], [4.9843, 0.2333, 1.5815], [4.3389, 1.2892, 2.8546], [6.7276, -0.3902, 3.3955], [3.4729, -1.8365, -1.8443], [4.3750, -2.8924, -2.4220], [4.6115, -3.7700, -1.3164], [4.4063, -3.0531, -0.1408], [4.5866, -3.4483, 0.9605], [3.7673, -1.8765, -0.4338], [5.5943, -2.4134, -2.9142], [2.4238, -2.1075, -1.9922], [3.6924, -0.8307, -2.1866], [3.9628, -3.4944, -3.2214], [-2.1393, -7.6642, 1.2230], [-2.4397, -6.8269, 0.1445], [-1.3991, -6.2394, -0.5783], [-2.0124, -5.2508, -1.5713], [-2.3236, -5.9691, -2.7750], [-3.5601, -6.6210, -2.8173], [-1.4358, -8.4664, 0.9103], [-3.0515, -8.1427, 1.5993], [-1.7249, -7.0981, 2.0661], [-0.6907, -6.9519, -1.0505], [-0.7726, -5.6370, 0.1164], [-1.2244, -4.5473, -1.8858], [-2.7906, -4.6665, -1.0954], [-4.3792, -6.0815, -2.3284], [-3.5356, -7.6577, -2.3916], [-3.8502, -6.6613, -3.8721], [-6.5566, -2.3324, -7.2312], [-6.2684, -2.7899, -5.9200], [-6.8663, -1.9943, -4.9305], [-6.3904, -2.2373, -3.5276], [-5.0912, -1.7504, -3.3238], [-4.1035, -2.6853, -3.6636], [-5.9918, -2.9947, -7.8949], [-6.1636, -1.3126, -7.4018], [-7.6289, -2.4332, -7.4597], [-7.9555, -2.1412, -5.0162], [-6.6560, -0.9175, -5.1098], [-6.4772, -3.2657, -3.1667], [-7.0531, -1.6415, -2.8990], [-4.2565, -3.6384, -3.1331], [-3.1174, -2.2026, -3.3849], [-4.0140, -2.8509, -4.7517], [5.0885, 2.5674, -1.2015], [5.2701, 2.7607, -2.5715], [4.9634, 1.6890, -3.4225], [3.4810, 1.7519, -3.7546], [2.6967, 1.2389, -2.7127], [1.3739, 1.0422, -3.0992], [5.5277, 3.4184, -0.6866], [5.6242, 1.6666, -0.8545], [4.0372, 2.5576, -0.9127], [5.3539, 0.7162, -3.0988], [5.5486, 1.9432, -4.3073], [3.4025, 1.1199, -4.6705], [3.1800, 2.7709, -4.0437], [1.2813, 0.2998, -3.9080], [0.9183, 1.9694, -3.4536], [0.8517, 0.6962, -2.2095], [-0.9341, 1.8402, 6.1691], [-0.0561, 1.2937, 5.1027], [1.2179, 1.9880, 5.1539], [1.9774, 1.4013, 6.2943], [2.3228, 0.0627, 5.9807], [3.2912, -0.5312, 6.8784], [-0.6566, 1.4646, 7.1784], [-1.9782, 1.5392, 5.9718], [-0.9459, 2.9356, 6.0989], [1.1244, 3.0729, 5.3119], [1.7833, 1.8793, 4.2089], [1.3706, 1.4537, 7.2071], [2.8713, 2.0419, 6.4044], [2.8332, -0.7720, 7.8463], [4.1681, 0.1298, 7.0289], [3.6498, -1.4747, 6.4551], [3.9282, -1.3607, -6.1368], [3.0586, -1.9195, -5.1742], [1.9716, -2.6197, -5.7708], [1.3055, -3.3387, -4.6150], [2.0861, -4.5153, -4.5044], [1.5119, -5.4988, -3.6260], [4.9549, -1.2592, -5.7261], [3.5892, -0.3512, -6.4339], [3.9891, -1.9653, -7.0477], [2.3395, -3.2770, -6.5606], [1.2336, -1.9312, -6.1994], [0.2137, -3.3968, -4.7993], [1.4263, -2.7604, -3.6727], [0.5425, -5.8237, -3.9929], [1.4235, -5.0978, -2.6108], [2.2239, -6.3362, -3.5929], [8.2443, 4.4251, 4.7762], [7.0183, 4.6043, 4.0771], [5.9252, 4.2870, 4.9510], [4.6275, 4.7029, 4.3298], [4.2676, 3.7428, 3.3844], [3.2673, 4.2320, 2.5454], [9.1293, 4.5561, 4.1445], [8.3194, 3.3963, 5.1531], [8.2982, 5.1574, 5.5803], [6.1113, 4.6709, 5.9533], [5.7827, 3.1831, 5.0910], [4.7152, 5.6750, 3.8004], [3.9340, 4.7245, 5.1827], [3.5562, 5.2251, 2.1021], [2.2277, 4.2477, 2.9749], [3.1851, 3.5493, 1.6537], [-2.8890, 5.2403, -2.2267], [-1.9433, 6.1791, -2.6178], [-1.1802, 5.7822, -3.7515], [-0.1960, 4.6528, -3.4696], [0.8404, 5.1642, -2.6288], [0.7177, 4.9230, -1.2689], [-3.3599, 4.7461, -3.0899], [-3.6895, 5.7702, -1.6944], [-2.4378, 4.4769, -1.5869], [-0.6090, 6.6742, -4.0065], [-1.7992, 5.4753, -4.5886], [0.1215, 4.3171, -4.4773], [-0.6151, 3.7633, -2.9682], [1.6247, 5.3416, -0.7847], [0.7199, 3.8360, -1.0478], [-0.1943, 5.3107, -0.7939], [-0.7106, -1.9821, -1.4009], [0.3433, -2.6143, -0.7357], [0.3141, -2.4307, 0.6641], [0.8789, -1.0945, 1.0519], [-0.1132, -0.0583, 0.8846], [0.3941, 1.2384, 1.1902], [-0.7184, -0.8944, -1.3183], [-1.6978, -2.3883, -1.1143], [-0.5645, -2.2018, -2.4798], [0.9979, -3.2137, 0.9856], [-0.6458, -2.5668, 1.1778], [1.7405, -0.8898, 0.3821], [1.2712, -1.0228, 2.0686], [0.8206, 1.3457, 2.2113], [-0.4705, 1.9162, 1.1157], [1.1893, 1.5415, 0.4892], [-3.1645, 1.0358, -1.8003], [-4.0924, 1.9218, -2.3308], [-5.4081, 1.6339, -1.9612], [-6.2855, 2.6483, -2.6432], [-6.5101, 2.2647, -3.9846], [-7.5185, 3.0544, -4.5340], [-3.1490, 1.0585, -0.7107], [-2.1704, 1.3209, -2.1921], [-3.3616, -0.0026, -2.0966], [-5.5412, 1.7524, -0.8850], [-5.6464, 0.6007, -2.1809], [-5.8349, 3.6606, -2.5684], [-7.2777, 2.6097, -2.1201], [-7.3484, 4.1116, -4.3370], [-8.5112, 2.7506, -4.1582], [-7.4772, 2.8435, -5.6128], [-0.6587, 7.7898, 1.9567], [-1.0057, 6.3871, 2.1864], [-2.2087, 6.0022, 1.5456], [-2.4885, 4.5835, 1.9802], [-3.1177, 3.8474, 0.9400], [-4.4822, 4.3543, 0.7692], [-1.2851, 8.4048, 2.6099], [-0.7316, 8.0283, 0.8656], [0.4031, 7.9713, 2.1883], [-2.1284, 5.9907, 0.4590], [-3.0774, 6.6394, 1.7743], [-3.0895, 4.5310, 2.9036], [-1.5906, 3.9776, 2.1126], [-4.9237, 3.7830, -0.0499], [-4.4845, 5.4032, 0.4679], [-5.0389, 4.2197, 1.6912]],
  "molar_mass_g_mol": 1431.5,
  "orbital_gap_ev": 9.5,
  "charge": 0,
  "lumo_energy_ev": 0.28,
  "total_energy_ev": -144138.241,
  "e_homo_ev": -9.2179
}